This record from the Open Molecules 2025 dataset describes 8 unconnected molecules or ions with the total composition C43H97NO10S. The level of theory is ωB97M-V/def2-TZVPD.

XYZ file:
```
152
Properties=species:S:1:pos:R:3:forces:R:3
S -1.0555 -0.2369 2.9911 0.1 0.3 0.7
O 1.0306 5.6848 -10.2251 0.2 0.0 0.2
O 0.1998 -4.1838 5.8599 -0.2 -0.2 0.0
O 2.9339 4.1301 -5.6711 0.1 -0.3 0.0
O 0.0989 3.1686 3.5938 -0.1 0.2 -0.3
O 7.1352 -0.3531 -0.2322 -0.2 0.1 -0.2
O -1.8157 -5.6050 -1.4564 0.1 -2.7 -1.6
O -4.6925 -4.6111 4.9649 -0.2 0.1 -0.2
O -0.5416 -3.9457 -0.7004 -0.4 1.1 -0.5
O -5.4631 0.6371 2.7792 0.3 0.1 0.2
O 1.7952 -1.3873 2.3640 0.0 -0.4 2.2
N 2.6309 -1.1511 0.2969 -0.8 -0.7 -0.9
C 0.0607 3.4984 -10.5257 0.2 -0.1 0.0
C 2.0588 -1.9894 -2.0595 -0.3 -0.8 0.7
C -5.8279 -5.3412 6.9636 -0.2 -0.1 -0.1
C 1.7034 -3.3784 -1.4445 -0.5 0.1 -0.6
C 6.5263 0.0600 0.9923 0.5 -0.4 0.3
C 2.4054 2.3421 -2.5183 0.7 0.2 0.4
C 1.6002 -1.1181 1.2275 -0.1 -0.8 -2.0
C -1.3847 -0.5932 -1.9383 -0.5 1.1 -0.6
C -7.6763 0.2787 3.6648 0.0 0.1 0.2
C -1.9959 -2.8462 3.3589 0.2 -0.2 -0.5
C -2.3275 -1.5047 2.6818 0.3 -0.4 0.2
C -4.3600 -3.3020 6.9624 0.0 0.2 -0.1
C 3.3397 5.3958 -7.6841 0.0 -0.2 -0.1
C 2.2626 -5.1721 6.6275 -0.1 -0.2 0.1
C -2.8391 1.1937 -3.0492 0.1 0.0 -0.2
C 3.1007 0.9859 -2.7836 -0.6 -0.2 0.1
C 0.2805 -0.7223 0.5314 1.1 1.1 0.7
C -2.2025 -0.1891 -3.1904 0.6 -0.5 0.0
C -1.0412 2.4302 5.5814 -0.3 -0.1 0.0
C -6.3084 -0.3304 3.3962 -0.4 0.0 -0.6
C 0.4468 4.4533 5.6029 0.0 0.2 -0.1
C -2.9561 -3.7913 -0.5130 0.3 0.6 0.4
C 4.5707 5.8967 -5.5525 0.2 -0.1 0.1
C -5.3302 -4.1524 6.1555 0.5 -0.3 0.3
C 0.8689 -0.1024 -0.7552 -0.4 1.5 0.1
C 2.2028 -0.7982 -1.0696 0.8 0.0 0.0
C 3.9437 4.8130 -6.4166 -0.3 0.6 0.0
C 0.1846 4.7097 -9.6142 -0.4 0.1 -0.6
C 6.0310 -1.1569 1.7562 -0.1 0.0 0.0
C 2.0720 -4.1550 4.3383 -0.1 -0.1 -0.2
C -6.4119 -1.5562 2.5013 0.1 -0.2 0.1
C -3.1815 -1.2762 -3.6525 0.0 0.8 -0.4
C 0.3309 -3.9594 -1.8537 1.2 -0.9 0.9
C 7.5225 0.8627 1.8149 0.0 0.2 -0.1
C 1.3491 -4.9187 5.4373 0.4 0.5 0.2
C -0.3532 0.3700 1.4294 -0.8 -1.0 -0.5
C -1.1754 5.3251 -9.3207 0.0 0.1 0.2
C 3.3878 0.0942 -1.5660 -0.5 -0.2 -0.9
C 1.3431 3.8596 -0.8208 0.1 -1.0 0.2
C 2.6027 2.9855 -1.1210 -1.2 1.2 -0.8
C -0.1174 0.2648 -1.8825 0.0 -0.7 0.4
C -1.7367 -4.5525 -0.9579 -0.5 1.9 1.3
C -0.5345 3.6225 4.7890 0.4 -0.3 0.4
H 1.2989 -1.7901 -2.8180 0.0 0.3 0.0
H -1.6512 5.6671 -10.2441 0.0 -0.1 0.0
H 2.4038 -3.1774 4.6967 0.0 0.0 0.0
H -3.0281 -3.8414 0.5743 0.0 -0.1 0.1
H -0.3759 3.7826 -11.4874 -0.1 0.0 0.1
H 0.8520 4.1878 -1.7367 0.2 0.4 0.0
H 1.3361 2.3371 -2.7230 0.0 -0.5 0.0
H 2.8880 4.6093 -8.2881 0.1 0.0 0.0
H -0.5643 2.7255 -10.0752 0.0 0.0 0.0
H -1.0687 6.1967 -8.6734 0.0 0.0 0.0
H -3.9369 -5.1536 5.2220 0.0 0.1 0.0
H 0.9861 -5.8707 5.0460 -0.2 0.1 0.0
H -7.5838 1.1611 4.2993 0.0 0.0 0.0
H 4.9926 5.4652 -4.6434 0.0 0.0 0.0
H -2.4638 -1.6343 1.6109 -0.1 0.1 -0.1
H -1.5478 2.7477 6.4956 0.0 0.0 0.0
H -0.9232 -3.0327 3.4073 0.0 0.1 0.1
H 4.0134 1.1288 -3.3619 0.1 0.1 0.2
H 2.4401 -4.0968 -1.8066 0.1 0.0 0.1
H -3.8532 -4.2061 -0.9562 0.0 -0.2 0.0
H -0.0167 4.8324 6.5154 0.0 0.0 0.0
H 2.4441 0.4082 -3.4449 0.1 0.0 -0.1
H 2.8142 3.0509 -3.2417 -0.1 0.0 -0.1
H 4.6991 4.0704 -6.6779 -0.1 -0.1 0.1
H -3.3955 -1.0910 -4.7094 -0.1 -0.1 0.0
H -3.3021 1.3573 -2.0729 -0.1 -0.1 0.0
H 2.2569 4.7743 -5.4312 0.1 0.0 0.0
H 6.8603 -1.8293 1.9961 0.1 0.1 0.1
H 0.8089 5.3004 5.0179 -0.1 0.0 0.0
H 8.4011 0.2571 2.0550 -0.1 -0.1 0.1
H -6.5162 -5.9452 6.3707 0.0 0.1 0.0
H 5.5388 -0.8674 2.6859 0.0 0.0 0.0
H 2.9844 -2.1268 -2.6176 0.1 0.2 0.1
H -2.0805 1.9627 -3.2002 0.0 0.1 0.2
H -0.4050 1.3047 -1.7295 -0.1 0.0 0.0
H -3.4797 -3.8853 7.2464 -0.1 -0.1 0.0
H -5.4229 -1.9769 2.3133 0.0 0.0 0.1
H -1.3764 4.2460 4.4843 0.0 0.0 -0.2
H -2.8714 -2.7342 -0.7631 0.0 0.0 -0.1
H 1.7522 -3.4175 -0.3562 0.0 0.2 0.0
H 7.8879 -0.9146 -0.0121 -0.1 0.0 0.0
H -7.0367 -2.3271 2.9557 0.0 0.0 0.0
H 4.0944 5.9055 -8.2845 0.0 0.0 0.0
H 2.5997 -4.2267 7.0620 0.1 0.0 -0.1
H 0.6633 4.4167 -8.6791 0.1 0.1 0.0
H 7.8736 1.7284 1.2516 -0.1 0.0 0.0
H 2.6673 2.2840 -0.2948 0.5 0.0 -0.1
H 0.3736 0.2451 -2.8582 0.1 -0.1 0.0
H 7.0759 1.2113 2.7477 0.0 0.0 0.0
H 1.3206 3.8559 5.8788 -0.1 -0.1 0.1
H -6.3408 -5.0170 7.8709 0.0 0.0 0.0
H 4.1563 -0.6194 -1.8790 0.1 0.0 0.1
H 0.6184 5.9529 -11.0549 0.0 0.0 0.1
H 2.5463 6.1097 -7.4444 0.1 0.1 0.0
H 5.3624 6.4222 -6.0889 0.0 0.0 0.0
H 0.4373 1.0589 1.7230 -0.2 0.2 0.2
H -5.8384 -0.6052 4.3426 0.1 0.1 0.0
H -4.9943 -5.9891 7.2481 0.0 0.1 0.1
H -2.0198 -0.3437 -1.0790 0.2 -0.4 0.2
H 0.5026 -3.3363 6.2074 0.0 0.0 -0.1
H 1.4043 -3.9723 3.4959 0.0 0.0 0.0
H 3.4374 3.6854 -1.1724 0.4 -0.5 0.3
H 3.8269 0.6255 -0.7279 -0.2 0.2 0.0
H 0.6189 3.2014 -0.3266 -0.1 0.2 0.1
H -1.1264 0.9279 0.8970 0.1 0.1 -0.1
H -1.8382 4.6078 -8.8335 0.0 0.0 0.0
H 0.4917 -5.0106 -2.0921 -0.2 0.0 -0.3
H -4.8298 -2.9177 7.8696 0.0 0.0 0.0
H 3.2432 -1.9530 0.3580 0.2 0.3 0.4
H 1.5549 4.6853 -0.1443 -0.1 0.1 -0.1
H -3.5832 1.3564 -3.8314 -0.1 0.0 0.1
H -0.3953 -1.5675 0.4088 0.2 -0.2 -0.1
H -0.1130 -3.4555 -2.7147 -0.1 0.1 0.1
H 5.6791 0.6926 0.7240 0.0 0.0 -0.2
H 1.0441 3.0742 -10.7330 0.0 0.0 0.1
H -3.2523 -1.1752 3.1496 -0.1 0.5 -0.5
H -0.2139 1.7686 5.8547 0.0 0.1 0.0
H -4.0062 -2.4572 6.3688 -0.1 0.0 0.0
H 1.1717 0.8850 -0.3767 0.2 -0.1 -0.1
H -2.4308 -2.9054 4.3531 0.2 0.1 0.1
H -5.8659 0.8899 1.9402 0.0 0.0 0.1
H 3.8171 6.6263 -5.2426 0.0 0.0 -0.1
H -6.1791 -3.5418 5.8416 0.0 0.0 -0.2
H 0.8465 2.6145 3.8491 -0.1 0.0 0.0
H -1.7354 1.8403 4.9835 0.0 0.0 0.0
H 2.9433 -4.7077 3.9803 0.0 0.0 0.0
H -8.1442 0.6017 2.7305 0.0 -0.1 0.0
H -8.3392 -0.4362 4.1557 0.0 0.0 0.0
H -2.7371 -2.2701 -3.6006 -0.2 -0.1 0.2
H -1.4535 -0.0902 -3.9861 -0.1 -0.1 -0.1
H -2.4380 -3.6748 2.7962 -0.1 0.0 0.0
H -1.1627 -1.6571 -1.9492 0.1 -0.1 0.1
H -6.8382 -1.2922 1.5288 -0.1 0.1 0.1
H 3.1399 -5.7529 6.3370 0.0 0.0 0.0
H 1.7300 -5.7135 7.4110 0.0 0.0 0.0
H 5.3246 -1.7240 1.1513 0.0 0.1 0.0
H -4.1389 -1.1983 -3.1325 0.1 -0.4 0.2
```
Positions in Å, forces in eV/Å.

Output
HOMO-LUMO gap in eV: 8.14
SMILES string: CCCCC[C@@]1(CCCOC(C)=O)NC(=O)[C@@H](CSCC)[C@@H]1CCC(C)C.CC(C)O.CC(C)O.CC(C)O.CC(C)O.CC(C)O.CC(C)O.CC(C)O
HOMO level in eV: -7.7
LUMO level in eV: 0.48